No. 1
Molecular formula: C18H27N2O6P2Ru
Method: DFT, ωB97M-V with the def2-TZVPD basis set

Its multiplicity is 6. The calculation puts the electronic energy at -2039.8621 a.u. The HOMO-LUMO gap (spin up / spin down) is 6.624 / 2.644 eV. Its molar mass is 530.44 Da. The total charge is +2. As for the energy above the lowest of the compared OMol25 structures with the same formula, charge and spin: 0.000 eV.

```
56
Properties=species:S:1:pos:R:3:nbo_charge:R:1
Ru -0.19811 -0.46743 -0.53157 0.35
P 1.91118 -0.87923 -0.67444 1.15
P -1.91506 0.41858 -1.50111 1.13
O -0.14210 2.04408 8.07645 -0.09
O 1.56271 2.28774 -2.72209 -1.00
O -0.12688 4.03957 -1.57493 -0.96
O 0.18600 -0.09559 8.44754 -0.09
O -0.11952 0.96020 1.25766 -0.68
O -0.45117 -1.22936 1.56685 -0.69
N 0.01363 0.87017 7.66859 0.21
N -0.19940 -1.56334 -2.38991 -0.46
C 2.29623 -2.47038 0.12391 -0.94
C -2.54495 -0.99808 -2.48578 -0.76
C -3.20414 0.85667 -0.32777 -0.95
C -0.03202 0.66225 6.25414 0.03
C -1.73907 1.75877 -2.68332 -0.97
C 0.07464 -0.65144 5.77383 -0.04
C -0.24654 0.18570 3.52717 -0.17
C -0.34220 1.49869 4.01332 0.05
C -1.42937 -2.59715 -4.13447 -0.23
C 2.17895 -1.15401 -2.44985 -0.78
C -1.36889 -1.76213 -3.02085 0.25
C -0.24303 1.74271 5.37565 -0.07
C 0.96209 -2.60001 -4.18968 -0.24
C -0.24290 -3.03173 -4.72065 -0.10
C 3.14038 0.29318 -0.09784 -0.96
C -0.27467 -0.04684 2.04316 0.73
C -0.05765 -0.89236 4.41015 0.01
C 0.95228 -1.80872 -3.03844 0.26
H -2.40731 -2.85685 -4.54318 0.25
H 3.11808 1.15641 -0.76962 0.28
H -0.64377 4.85412 -1.71970 0.51
H -3.32411 0.03392 0.38459 0.26
H 3.23151 -2.88438 -0.27105 0.25
H 3.05021 -1.81172 -2.58707 0.26
H -3.16444 -1.63033 -1.83159 0.27
H -2.60408 1.75311 -3.36061 0.25
H -0.25735 -3.66882 -5.59616 0.25
H -4.13972 1.04869 -0.85711 0.26
H 2.32651 -0.11423 -2.84974 0.30
H 4.12302 -0.19245 -0.06615 0.25
H 0.94545 3.00545 -2.39864 0.50
H -0.49008 2.32526 3.32583 0.27
H 1.95800 2.66156 -3.52220 0.48
H 2.82547 0.59067 0.90849 0.25
H 2.35840 -2.31395 1.20868 0.25
H -1.63371 2.70889 -2.13959 0.28
H -2.85024 1.74404 0.20714 0.25
H -0.21800 3.84447 -0.60817 0.49
H -3.15673 -0.60966 -3.30753 0.26
H 0.26270 -1.45090 6.49660 0.28
H -0.79858 1.61421 -3.22640 0.28
H 0.01014 -1.91179 4.01762 0.27
H -0.31895 2.73421 5.80931 0.28
H 1.47069 -3.17124 -0.05560 0.26
H 1.92647 -2.82920 -4.64385 0.25
```

No. 2
Molecular formula: C18H27N2O6P2Sc
Method: DFT, ωB97M-V with the def2-TZVPD basis set

The calculation puts the electronic energy at -2706.0115 a.u. The HOMO-LUMO gap is 7.937 eV. Its molar mass is 474.33 Da. The total charge is +2. As for the energy above the lowest of the compared OMol25 structures with the same formula, charge and spin: 0.000 eV.

```
56
Properties=species:S:1:pos:R:3:nbo_charge:R:1
Sc -0.22874 0.04906 0.18841 1.67
P -2.06001 0.82904 -1.46903 0.79
P 2.26310 -0.54324 0.62971 0.77
O -0.87226 -1.58779 1.29622 -0.73
O -3.47480 -3.46509 7.58681 -0.34
O 0.26184 2.38165 0.66874 -0.91
O -4.43984 -1.49348 7.80107 -0.33
O -1.24308 0.48659 1.99645 -0.71
O 3.28761 3.07210 -2.60251 -0.92
N 0.45554 -0.87566 -1.84403 -0.62
N -3.73257 -2.30999 7.16297 0.47
C -3.17744 -1.93656 5.89727 0.10
C -1.86765 -0.53753 -2.69267 -0.74
C -2.36614 -2.85738 5.18459 -0.18
C -3.85056 0.94512 -1.23362 -0.92
C 3.61688 0.53295 1.23033 -0.92
C -2.02472 -1.22067 3.43409 -0.14
C -1.76158 2.24421 -2.55811 -0.92
C -3.39783 -0.64901 5.36197 -0.18
C -1.36338 -0.78577 2.20024 0.78
C 2.67399 -2.09741 1.52590 -0.90
C 2.82177 -1.14205 -1.01312 -0.75
C -0.11444 -1.66490 -4.04285 -0.23
C 1.75048 -1.21535 -2.07762 0.25
C 2.13488 -1.81413 -3.27066 -0.23
C -0.44235 -1.01349 -2.85958 0.25
C -2.78504 -0.29012 4.16581 -0.15
C 1.19679 -2.07028 -4.26027 -0.08
C -1.77707 -2.49312 3.97130 -0.16
H -1.96381 1.97663 -3.59852 0.26
H -0.71692 2.55148 -2.44266 0.24
H -2.92567 0.72889 3.81064 0.24
H 1.49033 -2.53168 -5.20363 0.26
H 3.68962 -0.55421 -1.30906 0.27
H 0.76741 3.10004 1.09779 0.54
H 3.24116 -2.15625 -0.87546 0.28
H 3.76498 -2.22014 1.62709 0.26
H -1.12370 -3.19696 3.45188 0.24
H 4.58090 0.00207 1.30514 0.27
H -2.50944 -1.37900 -2.37470 0.28
H 3.73064 1.40170 0.56532 0.24
H -2.24635 -0.16601 -3.65909 0.27
H 3.18385 -2.06338 -3.40844 0.25
H -0.89886 -1.86028 -4.77595 0.25
H 2.22350 -2.11555 2.52675 0.26
H -4.37201 1.15391 -2.17575 0.27
H 2.27336 -2.95732 0.97110 0.25
H -2.43828 3.05774 -2.27826 0.27
H 3.30691 2.28567 -2.03812 0.44
H -4.24307 0.02297 -0.78822 0.26
H 0.53253 2.41810 -0.27950 0.48
H -4.05142 0.02264 5.91769 0.27
H -4.03183 1.78046 -0.54541 0.27
H 3.35626 0.90956 2.23251 0.27
H -2.23883 -3.85294 5.60895 0.27
H 3.90977 2.80688 -3.30217 0.48
```

No. 3
Molecular formula: C18H27N3O2
Method: DFT, ωB97M-V with the def2-TZVPD basis set

The structure (SMILES) is C[C@H](NC(C)(C)CN(C)C(=O)C1(C(N)=O)CC1)c1ccccc1. The calculation puts the electronic energy at -1016.8237 a.u. The HOMO-LUMO gap is 9.412 eV. Its molar mass is 317.43 Da. As for the energy above the lowest of the compared OMol25 structures with the same formula, charge and spin: 2.798 eV.

```
50
Properties=species:S:1:pos:R:3:nbo_charge:R:1
O 2.64304 1.49250 -0.23147 -0.63
O 0.98012 1.37039 4.08637 -0.63
N 0.15477 0.24034 2.46923 -0.85
N 0.24450 -0.34904 -0.86300 -0.70
N 0.54969 2.37313 -0.03183 -0.47
C 0.27245 -1.81351 -1.09632 -0.05
C -0.46987 0.67976 -1.66366 0.12
C -0.39676 3.16337 0.74723 -0.41
C -1.56757 -2.46291 0.53014 -0.16
C 0.20782 2.05882 -1.43557 -0.21
C 2.07544 1.92076 2.01743 -0.26
C -2.76832 -4.04478 -1.43862 -0.19
C -2.69473 -3.23468 0.84900 -0.22
C 3.55532 1.78507 2.42288 -0.37
C -0.33440 0.35113 -3.16851 -0.63
C -3.27749 -4.05870 -0.13160 -0.22
C 1.74548 1.87097 0.49609 0.72
C 1.06258 1.18532 2.88992 0.68
C -1.03154 -2.52055 -0.76236 -0.04
C 1.45240 -2.33645 -0.24487 -0.61
C -1.94785 0.82612 -1.29700 -0.63
C 2.85341 3.13733 2.55655 -0.39
C -1.63502 -3.32443 -1.74031 -0.23
H -0.49119 2.77007 -1.89797 0.21
H 2.39359 -1.89609 -0.53641 0.22
H 0.72822 0.25712 -3.46063 0.21
H -2.44131 1.65769 -1.78323 0.21
H -0.84007 -0.57522 -3.41888 0.21
H -0.03256 0.06537 1.47759 0.42
H 3.12722 3.92452 1.85811 0.22
H -2.01906 0.99192 -0.21420 0.21
H 4.34138 1.75533 1.66279 0.24
H -2.49569 -0.07256 -1.56167 0.22
H -3.25455 -4.65865 -2.21752 0.21
H 2.65774 3.50604 3.57687 0.24
H -0.87091 2.57913 1.57463 0.21
H 1.29847 -2.16519 0.86009 0.22
H 0.53554 -1.94733 -2.13643 0.18
H -0.79368 1.14455 -3.77555 0.21
H -3.11464 -3.22450 1.88535 0.22
H -1.25187 -3.35223 -2.74347 0.21
H 0.14236 4.04680 1.14012 0.21
H -1.15092 -1.81473 1.31616 0.21
H -4.15720 -4.66006 0.07097 0.22
H 1.10421 2.11317 -2.06715 0.23
H 1.54849 -3.40317 -0.44916 0.22
H -1.20659 3.52481 0.10840 0.22
H 3.81398 1.22916 3.33990 0.24
H -0.45413 -0.04374 3.18929 0.41
H 1.20972 -0.06217 -0.75775 0.39
```

No. 4
Molecular formula: C18H27N3O4
Method: DFT, ωB97M-V with the def2-TZVPD basis set

The structure (SMILES) is O=CN1CCCC[C@@H]1c1ccccc1.CNC(=O)[C@H](CO)NC(C)=O. The calculation puts the electronic energy at -1167.3498 a.u. The HOMO-LUMO gap is 9.894 eV. Its molar mass is 349.43 Da. As for the energy above the lowest of the compared OMol25 structures with the same formula, charge and spin: 1.826 eV.

```
52
Properties=species:S:1:pos:R:3:nbo_charge:R:1
O -1.47195 1.24009 0.19993 -0.65
O 3.28827 2.33702 0.32814 -0.63
O 0.37083 -0.35522 1.68086 -0.74
O 2.56775 0.67917 5.48930 -0.63
N 4.41241 2.25915 2.26681 -0.61
N 2.65566 0.31027 3.31560 -0.62
N -2.61098 -0.09376 -1.27178 -0.45
C 3.47001 1.81518 1.42324 0.66
C 5.29326 3.39427 1.99966 -0.41
C -2.57164 -1.37830 -1.97768 -0.09
C -1.44654 0.40131 -0.69732 0.53
C 2.29504 1.05661 4.36166 0.67
C -0.04118 -0.63636 -4.78616 -0.20
C -1.52818 -1.55010 -3.07612 0.06
C 0.20215 -1.91887 -5.28068 -0.22
C 1.19143 0.73658 1.33023 -0.06
C 1.55751 2.37009 4.18248 -0.72
C -1.27187 -2.83422 -3.59607 -0.23
C -0.90878 -0.45201 -3.70458 -0.24
C 2.61498 0.61712 1.86993 -0.15
C -3.48739 -2.12363 0.29803 -0.40
C -0.41671 -3.01825 -4.68571 -0.21
C -3.91232 0.20972 -0.65701 -0.22
C -2.53648 -2.46193 -0.87534 -0.41
C -4.55156 -1.07905 -0.09815 -0.42
H 0.73987 1.65785 1.69628 0.18
H 1.53555 2.89107 5.13848 0.24
H 5.84562 3.66495 2.90027 0.21
H 3.01360 -0.59680 3.57081 0.41
H -0.23543 -4.01624 -5.07391 0.22
H -3.82759 0.93612 0.15778 0.24
H 4.70272 4.25233 1.67326 0.22
H -5.20901 -1.51531 -0.85694 0.19
H 3.05097 -0.24541 1.36786 0.23
H 0.86606 -2.05720 -6.12913 0.22
H -0.48500 0.00663 -1.01020 0.15
H 0.53572 2.16105 3.87395 0.24
H -3.52351 -1.48374 -2.51071 0.21
H 1.23951 0.80003 0.24246 0.18
H -2.85029 -3.41889 -1.30117 0.20
H -1.75075 -3.71340 -3.17900 0.21
H -5.17400 -0.83226 0.76728 0.22
H -1.51626 -2.58327 -0.49650 0.22
H 5.99789 3.13626 1.20742 0.21
H -2.89755 -1.72183 1.12882 0.20
H 4.50889 1.78026 3.14986 0.41
H 0.42809 0.22432 -5.25383 0.22
H 2.04692 3.00091 3.44705 0.22
H -3.97567 -3.03661 0.65355 0.22
H -1.11727 0.56336 -3.38266 0.22
H -0.53726 -0.03558 1.58468 0.49
H -4.57559 0.65652 -1.40503 0.20
```

No. 5
Molecular formula: C18H27N3O8PS
Method: DFT, ωB97M-V with the def2-TZVPD basis set

The calculation puts the electronic energy at -2207.5354 a.u. The HOMO-LUMO gap is 7.368 eV. Its molar mass is 476.47 Da. The total charge is +1.

```
58
Properties=species:S:1:pos:R:3:nbo_charge:R:1
S -6.18000 -0.70987 -3.78908 -0.50
P -4.98721 0.77100 -3.82370 1.77
O 5.56698 -2.75106 0.12455 -0.51
O -0.81435 1.49217 2.92336 -0.61
O -5.73768 2.17599 -4.09864 -0.96
O 0.46709 0.71798 1.33601 -0.53
O -3.86797 0.71598 -4.95867 -0.96
O -4.39307 -0.89481 1.77255 -0.24
O 4.39571 -2.67958 1.97962 -0.59
O -4.48018 0.41920 2.27174 -0.44
N -0.87028 5.24153 -1.54286 -0.36
N -2.90308 2.28733 -0.88284 -0.08
N -3.55829 2.19994 -2.03663 -0.16
C 1.62271 -1.34629 0.73330 -0.64
C 1.69524 0.15958 0.83393 -0.07
C -1.62026 5.30970 0.75041 -0.23
C -0.92568 5.77684 -0.33599 0.06
C -2.31882 4.13442 0.60454 -0.16
C -1.53915 4.11124 -1.69063 0.05
C 5.06804 -3.33382 1.22761 0.81
C 5.87838 -4.25497 -1.77030 -0.64
C -2.77492 1.33425 0.01012 0.10
C 0.99077 0.13574 3.67143 -0.75
C 5.28768 -4.81078 1.44893 -0.74
C 0.16766 0.85123 2.63386 0.81
C -3.27571 -0.99265 0.88567 -0.12
C -4.09180 1.01246 -2.20517 -0.15
C -3.37731 0.08566 -0.14982 0.00
C -2.22730 3.57205 -0.63711 0.04
C -4.06559 -0.06944 -1.32577 -0.13
C 6.53558 -3.37241 -0.73021 -0.07
H 6.22707 -5.18194 1.04651 0.22
H 5.30993 -4.99400 2.52042 0.25
H -5.74673 2.68245 -3.27387 0.51
H 5.33652 -5.08243 -1.31141 0.21
H -5.22305 0.84098 1.81292 0.46
H 5.15578 -3.68113 -2.35148 0.22
H 7.05600 -2.55324 -1.22343 0.20
H -4.03579 1.44239 -5.58063 0.53
H 0.77693 -1.64833 0.11061 0.20
H 2.54388 0.49310 1.43020 0.19
H 1.82629 0.58666 -0.15923 0.20
H -0.35497 6.69069 -0.19209 0.21
H 1.48237 -1.80768 1.71048 0.22
H 2.03631 0.01585 3.39733 0.24
H 6.62515 -4.66689 -2.44894 0.23
H 0.54932 -0.84120 3.86443 0.25
H 4.45801 -5.36372 1.01039 0.25
H -4.56978 -0.98875 -1.59859 0.29
H -3.39032 -1.97756 0.43557 0.23
H 2.53881 -1.74112 0.29757 0.25
H -2.86744 3.68504 1.42069 0.25
H -2.34389 -0.95907 1.45635 0.21
H 7.28355 -3.90734 -0.14446 0.18
H -1.52220 3.59523 -2.64356 0.22
H -2.18133 1.51796 0.90452 0.30
H -1.60649 5.83326 1.69269 0.25
H 0.96889 0.72218 4.58681 0.26
```